Here is a cluster of 17 separate species, C69H196N18O39P6S11 in total from the OMol25 dataset. Energies are from ωB97M-V with the def2-TZVPD basis set.

The geometry in XYZ format:
```
339
Properties=species:S:1:pos:R:3:forces:R:3
O 7.3675 -2.4793 2.9096 0.16 2.04 0.29
P 7.2811 -3.8202 2.3735 -0.51 -3.39 -0.39
N 5.7079 -4.4482 2.0204 1.10 -0.43 0.99
C 4.9550 -3.9433 0.8899 -0.47 1.02 -0.23
C 4.8263 -4.6470 3.2056 0.28 0.06 -0.42
N 7.9930 -4.8733 3.5364 -1.21 1.44 -0.45
C 7.8008 -6.2998 3.6246 0.72 -0.06 -0.85
C 8.4843 -4.3001 4.7851 0.73 -0.88 0.26
N 8.0522 -4.0623 0.9193 0.50 0.56 -0.54
C 9.3260 -3.3126 0.5902 -1.03 -0.74 -0.19
C 8.0445 -5.3661 0.2416 0.52 -0.41 0.60
H 5.5028 -3.9016 -0.0783 -0.13 -0.01 0.90
H 4.5758 -2.9119 1.1558 0.14 -0.74 -0.62
H 4.0858 -4.6079 0.7518 0.23 0.26 -0.09
H 4.6231 -3.7058 3.7109 -0.27 0.35 -0.03
H 5.3633 -5.2427 3.9450 -0.31 -0.29 -0.11
H 3.8377 -5.0988 2.9153 1.27 0.29 0.28
H 7.2494 -6.6020 4.5084 -0.04 0.04 0.49
H 7.2031 -6.6481 2.7786 0.34 -0.08 -0.06
H 8.8153 -6.7638 3.6370 -0.78 -0.18 -0.02
H 8.5618 -3.2046 4.7931 -0.20 -0.57 -0.15
H 7.9002 -4.6975 5.6224 -0.41 0.48 0.09
H 9.4718 -4.7638 4.9838 -0.03 0.51 -0.18
H 9.2993 -2.2714 0.8868 -0.31 0.07 0.14
H 10.1657 -3.7984 1.0826 0.22 -0.10 0.05
H 9.4843 -3.3579 -0.5082 -0.21 0.02 0.66
H 7.2015 -6.0339 0.5071 0.38 0.69 0.07
H 9.0031 -5.9036 0.4648 -0.67 0.21 -0.13
H 8.0099 -5.2009 -0.8285 -0.02 0.03 -0.30
O -5.0675 6.8476 2.3605 1.96 -1.77 -0.07
P -4.1169 5.7139 2.7422 -1.09 1.60 -0.11
N -4.6245 5.2298 4.2489 -0.10 -0.52 -0.51
C -4.2362 3.9568 4.8250 1.77 0.92 -0.01
C -5.5054 6.1338 5.0446 0.51 -1.28 -0.46
N -2.4970 6.2180 2.7785 -1.56 0.10 -1.59
C -2.2776 7.6737 2.7421 -0.44 -0.21 0.44
C -1.4011 5.5416 3.4297 -1.06 -0.66 0.50
N -4.1635 4.2615 1.8138 -1.13 0.32 1.31
C -3.6169 4.2711 0.4810 0.45 1.36 -0.53
C -5.5545 3.6239 1.7865 1.84 0.80 0.00
H -5.0473 3.3126 5.0020 -1.45 -0.72 0.71
H -3.6384 4.1867 5.7119 -0.27 -0.51 0.38
H -3.5744 3.3403 4.2031 -0.06 0.62 -0.25
H -5.1550 7.1381 4.8868 0.08 0.46 0.38
H -5.4368 5.7921 6.0995 -0.14 0.48 -0.60
H -6.5334 6.1036 4.6637 0.08 -0.15 0.30
H -2.9791 8.1668 2.0514 0.43 -0.24 0.18
H -2.4722 8.0658 3.7550 0.20 0.25 -0.25
H -1.2208 7.8395 2.5118 -0.35 0.17 -0.10
H -1.5901 4.4699 3.4967 -0.04 -0.02 0.06
H -0.5054 5.6715 2.8433 0.53 0.29 0.12
H -1.3518 5.9356 4.4526 0.69 -0.17 -0.06
H -2.5531 4.5431 0.4101 -0.27 0.08 0.57
H -3.6785 3.3148 0.0227 -0.22 -1.09 -0.17
H -4.1584 4.9721 -0.1751 -0.02 -0.06 0.02
H -6.0100 3.5790 2.7621 -0.08 0.49 0.37
H -5.4045 2.5966 1.5068 0.02 -0.50 -0.55
H -6.1675 4.1659 1.0709 -0.30 -0.11 -0.01
O -1.0191 -1.1217 -0.3698 0.73 1.42 1.47
P -0.6740 0.1545 0.3779 -1.38 0.41 -0.85
N 0.8494 0.1592 1.0241 -1.05 -0.37 -0.96
C 1.3550 1.1023 1.9629 0.37 0.60 0.39
C 1.7652 -0.9328 0.8847 0.07 -0.34 0.51
N -1.7148 0.5110 1.6952 0.31 -1.02 -0.52
C -2.0809 1.8011 2.3082 0.22 -1.21 -0.98
C -1.5265 -0.5022 2.7468 0.26 0.28 -0.43
N -0.8816 1.4624 -0.7112 -1.01 -0.63 0.85
C -0.0003 2.6114 -0.6369 1.19 -1.21 -0.15
C -1.3860 1.1221 -2.0214 0.74 -1.58 -0.48
H 1.9283 0.5521 2.7244 -0.39 0.33 0.02
H 0.5497 1.6914 2.4076 0.21 0.02 0.08
H 2.0840 1.7720 1.4895 -0.09 0.13 0.08
H 2.7146 -0.5572 0.5837 0.99 0.33 -0.41
H 1.4481 -1.6412 0.1336 -0.16 -0.29 0.31
H 1.9171 -1.3265 1.9091 -0.08 -0.59 -0.58
H -3.1097 1.7599 2.6604 -0.07 0.01 0.00
H -1.4247 1.9718 3.1425 0.28 0.53 0.57
H -1.9900 2.5476 1.5527 0.05 0.78 -0.30
H -1.6877 -1.5223 2.3818 -0.03 0.20 0.04
H -0.5137 -0.4020 3.1375 0.23 -0.32 0.17
H -2.1821 -0.2612 3.5653 -0.41 -0.20 0.24
H -0.2816 3.5200 -1.1808 -0.48 -0.44 0.01
H 0.1296 2.8329 0.4087 0.23 0.48 0.36
H 0.9588 2.2265 -1.0368 0.13 0.89 0.19
H -1.8971 1.9491 -2.4763 -0.41 0.40 -0.24
H -1.9836 0.2006 -1.9788 -0.45 0.66 0.27
H -0.6028 0.7400 -2.7179 0.05 0.78 0.18
O 3.1617 -5.7964 -2.5383 0.90 -0.14 1.21
P 2.2240 -5.2255 -3.4856 -0.58 0.62 -3.37
N 3.0319 -4.3928 -4.7775 -0.35 -0.27 0.43
C 4.3519 -3.7335 -4.5453 -1.01 -0.60 0.60
C 2.2348 -3.6935 -5.8004 0.23 0.03 0.06
N 1.0932 -4.1983 -2.7901 -0.90 0.89 -0.38
C -0.2127 -3.8951 -3.4330 0.21 -2.06 0.48
C 1.1520 -3.8482 -1.3672 1.33 -0.35 -0.06
N 1.3102 -6.3256 -4.4180 0.76 0.70 -0.58
C 0.2371 -7.0543 -3.7726 0.44 0.21 0.23
C 1.9253 -7.1191 -5.5255 0.29 -0.37 1.25
H 4.2658 -2.7587 -4.0720 -0.21 0.34 -0.33
H 4.9324 -3.6719 -5.4621 -0.12 0.00 -0.19
H 4.9018 -4.3063 -3.8186 0.25 -0.55 0.12
H 2.2731 -2.6258 -5.5866 0.06 0.37 -0.20
H 1.1714 -3.9356 -5.8330 0.27 -0.43 0.28
H 2.5996 -3.8711 -6.8310 0.19 0.05 0.50
H -0.6756 -2.9487 -3.2532 0.43 1.03 0.48
H -0.1852 -4.0699 -4.4907 0.23 0.06 -0.45
H -0.9315 -4.6438 -3.0762 -0.25 0.28 0.10
H 0.8464 -2.8090 -1.1587 -0.33 -0.60 -0.39
H 0.5922 -4.5690 -0.7694 -0.28 0.18 0.14
H 2.2134 -3.9290 -1.0597 -0.53 0.01 -0.01
H -0.3230 -6.3780 -3.1548 -0.49 0.08 0.18
H -0.3963 -7.4987 -4.5276 -0.33 -0.06 -0.08
H 0.6194 -7.8249 -3.1128 0.12 -0.49 0.10
H 1.8455 -8.1821 -5.2378 -0.06 0.26 -0.21
H 3.0012 -6.9524 -5.6266 -0.26 0.39 0.00
H 1.4310 -6.9933 -6.4894 -0.13 0.26 0.09
O 1.8543 -5.1235 5.5533 -0.61 -0.31 -0.78
P 0.6097 -5.4070 4.7887 -0.63 -0.36 1.18
N 0.6032 -5.2543 3.1001 -0.67 -0.55 0.89
C 0.4785 -4.0698 2.2816 -1.10 0.79 -0.09
C 1.2919 -6.3092 2.3904 -0.09 -0.76 -0.17
N -0.6892 -4.5147 5.3103 0.85 -0.02 -0.11
C -0.8492 -4.2552 6.7325 -0.10 0.57 -0.36
C -1.8599 -4.1316 4.5937 -0.35 0.57 0.08
N -0.0298 -6.9334 5.2722 -0.21 -1.31 -1.16
C -1.2233 -7.4312 4.5134 0.63 0.70 0.84
C 0.7711 -8.1207 5.5987 0.54 1.27 0.51
H -0.1104 -4.2721 1.3758 0.30 -0.48 0.00
H 1.4418 -3.6936 1.9731 0.44 0.27 -0.08
H -0.1342 -3.2486 2.6913 0.64 -0.35 0.60
H 0.8827 -6.4918 1.3924 -0.14 0.46 -0.03
H 1.1493 -7.2747 2.8805 0.29 0.13 0.29
H 2.3506 -6.0867 2.2823 0.17 -0.21 -0.07
H 0.1132 -4.2289 7.2234 0.16 -0.18 0.18
H -1.2941 -3.2514 6.7846 0.10 -0.05 0.33
H -1.5504 -4.9362 7.2466 0.29 -0.09 -0.28
H -1.8988 -4.4725 3.5623 0.37 0.39 -0.17
H -2.7464 -4.6113 5.0366 0.01 0.49 0.15
H -1.8669 -3.0277 4.7371 -0.97 -0.47 -0.70
H -1.7346 -6.5479 4.1403 -0.17 -0.42 -0.57
H -0.9639 -8.2018 3.7621 0.04 0.71 -0.15
H -1.9025 -7.9500 5.1883 -0.05 0.03 0.33
H 1.6422 -7.8301 6.1969 0.20 0.04 -0.67
H 0.9888 -8.6110 4.6585 0.62 -0.65 0.04
H 0.2519 -8.7920 6.2762 -0.61 -0.10 -0.19
O -3.6534 2.6406 -4.7018 -0.40 -0.97 0.25
P -4.6926 1.5554 -4.6742 0.35 1.16 0.88
N -5.4753 1.5251 -3.1615 0.82 -0.04 -0.83
C -6.3125 0.4008 -2.8475 -1.61 -0.22 0.09
C -4.8850 2.1655 -2.0102 -0.87 0.53 0.59
N -4.0516 0.0422 -4.9604 -1.04 -0.37 -0.90
C -2.6050 -0.1054 -4.9675 0.57 0.41 0.90
C -4.9285 -1.0949 -5.4044 0.79 -0.32 1.06
N -5.9249 1.7763 -5.7620 0.63 -0.87 0.22
C -5.6148 1.5929 -7.1691 0.06 0.18 -0.07
C -6.9908 2.7173 -5.5361 0.18 0.02 0.51
H -5.8354 -0.5482 -2.5721 0.40 0.19 -0.29
H -6.9955 0.2302 -3.7014 0.31 -0.19 0.38
H -6.9758 0.6213 -1.9800 0.39 0.21 -0.49
H -5.7194 2.5998 -1.4205 0.45 -0.21 -0.01
H -4.2335 2.9738 -2.2606 0.28 0.58 -0.65
H -4.2828 1.5391 -1.3596 -0.02 -0.68 0.12
H -2.1322 0.8126 -4.5772 -0.50 -0.24 -0.14
H -2.2519 -0.8853 -4.2730 -0.28 -0.12 -0.39
H -2.1468 -0.2244 -5.9468 -0.28 -0.46 -0.32
H -5.9427 -0.8014 -5.6232 -0.09 0.66 -0.28
H -4.5237 -1.6173 -6.2726 0.17 0.22 -0.05
H -5.0815 -1.8568 -4.6103 0.54 0.35 -0.19
H -4.7762 0.8835 -7.2774 -0.63 0.16 -0.23
H -6.5553 1.2897 -7.6437 0.41 -0.43 -0.26
H -5.3261 2.5385 -7.6396 0.16 -0.04 0.01
H -6.6897 3.7501 -5.7326 -0.04 0.07 -0.23
H -7.2286 2.6483 -4.4798 -0.53 0.14 0.04
H -7.8250 2.4393 -6.1844 -0.12 0.16 0.23
O -4.7467 5.7310 -8.7147 -0.99 1.05 -0.40
S -3.5821 5.1951 -8.1382 1.36 -1.04 -0.81
O -3.2245 3.8676 -8.5336 0.37 -0.86 0.12
O -2.3646 6.1164 -8.4671 0.17 1.08 0.41
C -1.0119 5.7273 -8.1111 1.15 0.28 -1.75
C -0.0925 6.9094 -7.7817 -1.28 -0.57 0.19
C -3.6010 5.3126 -6.4515 -1.61 0.55 1.32
H -0.6658 5.3791 -9.0835 0.33 -0.70 0.21
H -0.8229 4.9398 -7.3587 -1.09 0.40 -0.20
H 0.7940 6.3610 -7.4834 0.44 0.48 0.52
H -0.5739 7.5015 -6.9906 0.67 -0.04 -0.03
H 0.1618 7.5192 -8.6459 -0.28 0.06 0.00
H -2.6396 5.2296 -6.0130 0.97 -0.05 0.25
H -4.1790 4.4603 -6.1079 -0.23 0.06 0.35
H -4.0527 6.2885 -6.1885 0.20 -0.62 0.00
O -4.3482 -5.5417 2.8585 1.33 0.54 -0.28
S -5.7269 -5.6835 3.1443 0.53 0.30 1.36
O -6.5514 -6.3101 2.2057 -1.39 -1.40 -1.42
O -5.8699 -6.4320 4.4960 -0.10 -0.93 1.22
C -4.8201 -6.5645 5.5273 -0.68 0.64 -0.61
C -4.8663 -7.8805 6.2307 -0.10 -0.38 0.08
C -6.4999 -4.1705 3.4726 0.02 1.74 -0.51
H -4.9869 -5.7975 6.2799 -0.43 0.22 -0.03
H -3.8787 -6.2981 5.0949 0.57 -0.34 -0.55
H -5.8484 -8.0465 6.6749 0.12 0.18 0.26
H -4.1024 -7.7207 6.9867 -0.07 -0.43 0.53
H -4.6297 -8.8114 5.7098 0.18 0.47 -0.50
H -5.8260 -3.4508 3.9952 -0.52 -0.62 -0.21
H -7.4693 -4.3086 3.9809 0.59 -0.08 -0.21
H -6.6837 -3.8132 2.4310 0.00 0.10 0.83
O 4.3441 3.8598 3.1486 -0.15 0.47 -0.08
S 4.1943 2.9649 4.2531 -1.42 -0.55 -0.10
O 3.3864 1.7811 4.0855 0.65 0.43 -0.14
O 5.5738 2.5085 4.7018 1.10 -1.44 0.04
C 6.7677 3.3221 4.7553 -0.39 0.29 1.60
C 7.9012 2.7532 3.9826 0.24 0.70 -0.58
C 3.5424 3.7464 5.6759 -0.64 1.01 -0.30
H 6.9295 3.3599 5.8463 0.49 0.00 -0.43
H 6.5618 4.3400 4.4565 -0.32 0.20 -0.40
H 7.6985 2.7710 2.9086 0.00 -0.14 0.11
H 8.2375 1.7792 4.2826 -0.08 -0.50 0.18
H 8.7138 3.4613 4.1510 0.25 -0.10 -0.08
H 4.1886 4.5181 6.0925 0.24 -0.33 0.09
H 3.1176 3.0417 6.3828 0.56 -0.20 0.09
H 2.6901 4.2853 5.2839 -0.40 0.24 -0.11
O 3.8179 -1.3589 -1.7091 0.20 -0.91 0.66
S 3.2840 -0.3160 -2.4981 1.52 1.43 -1.30
O 3.3571 1.0301 -1.9833 -0.51 -0.26 -0.22
O 4.0557 -0.3648 -3.8826 0.62 -0.26 0.38
C 4.2947 0.8375 -4.6656 0.10 -0.11 1.56
C 4.9007 0.3985 -5.9400 0.77 0.22 -0.21
C 1.7142 -0.7596 -3.0291 -1.19 0.41 0.83
H 4.9583 1.5201 -4.0817 -0.59 -0.45 -0.44
H 3.3156 1.2604 -4.8202 -0.15 0.59 -0.16
H 5.9262 0.0284 -5.8437 -0.31 -0.39 0.29
H 5.0471 1.3299 -6.4648 -0.31 0.19 -0.92
H 4.2532 -0.3240 -6.4393 0.18 0.21 -0.24
H 1.1184 -0.3096 -2.2329 -0.57 -0.44 -0.01
H 1.6796 -1.8295 -3.0097 -0.13 -0.67 0.09
H 1.3596 -0.4050 -3.9857 0.42 0.52 -0.22
O 0.8131 3.7413 7.5841 0.60 0.47 1.03
S 0.0888 2.7530 6.8852 -0.95 -0.29 -1.57
O -0.5339 3.1358 5.6416 -0.27 0.00 0.40
O 1.0386 1.5732 6.5660 1.14 -0.86 0.12
C 0.7955 0.7901 5.3574 -0.63 -0.03 -0.19
C 1.5231 -0.5322 5.3333 -0.48 -0.14 0.37
C -1.1335 1.9723 7.8850 -0.53 0.95 -0.01
H 1.1121 1.3924 4.5129 -0.14 0.11 0.14
H -0.2975 0.5979 5.2769 0.59 0.26 0.20
H 2.5685 -0.4922 5.0090 -0.32 0.13 0.09
H 0.8926 -1.0636 4.6124 0.58 -0.49 -0.11
H 1.4356 -1.0843 6.2800 0.06 0.21 -0.22
H -0.8269 1.6693 8.8870 0.28 0.04 -0.34
H -1.5935 1.1944 7.2941 0.09 -0.42 -0.08
H -1.8745 2.7705 7.9381 -0.19 -0.03 0.35
O 7.9127 -0.2209 -0.7126 -0.24 -0.98 -1.45
S 7.8021 0.6199 0.4134 0.14 0.01 1.56
O 8.9452 0.7478 1.2589 0.19 0.51 0.05
O 7.3632 2.0433 -0.0060 -0.01 1.80 -1.08
C 6.2937 2.3184 -1.0001 0.94 -0.28 0.54
C 5.2959 3.2252 -0.3528 -0.51 -0.02 -0.59
C 6.4428 0.2216 1.4216 -0.14 -1.42 -0.42
H 5.9644 1.3726 -1.4121 -0.45 -0.16 0.21
H 6.7339 2.8807 -1.8158 0.53 -0.10 -0.10
H 4.5375 3.4186 -1.1103 -0.16 0.11 -0.15
H 5.7922 4.1784 -0.1493 -0.23 -0.19 0.46
H 4.7545 2.7965 0.4863 0.31 0.10 0.30
H 5.6491 -0.1274 0.7675 -0.23 -0.04 -0.10
H 6.1238 1.0969 1.9415 -0.03 0.45 0.59
H 6.7697 -0.6123 2.0485 -0.21 0.13 0.22
O 0.7182 9.0995 2.7865 -0.43 -0.16 0.30
S 1.2858 8.9481 1.4878 0.36 0.05 1.36
O 2.6644 9.2769 1.3690 0.58 0.17 -0.91
O 1.0333 7.4853 1.0680 -0.14 -1.60 -0.29
C 1.7184 6.7316 -0.0220 -2.55 0.59 -0.25
C 3.0077 6.1670 0.3928 0.93 -0.45 0.32
C 0.2913 9.8435 0.4044 0.22 1.23 -0.77
H 1.6132 7.3383 -0.9294 0.94 0.24 0.21
H 0.9558 5.9698 -0.2432 0.36 -0.19 0.39
H 2.9352 5.5431 1.2792 -0.40 0.12 0.36
H 3.7353 6.9510 0.6323 0.08 -0.32 -0.49
H 3.3151 5.4221 -0.3534 0.37 0.62 -0.19
H -0.7699 9.7177 0.6039 0.13 -0.07 0.24
H 0.5082 9.6119 -0.6318 0.10 -0.18 -0.18
H 0.6338 10.8707 0.5937 -0.48 -0.09 -0.14
O -6.3781 -6.1573 -3.0603 -1.33 0.08 -1.10
S -5.1757 -6.0998 -2.3294 -0.40 0.77 -1.14
O -3.9597 -6.4204 -2.9578 1.97 -1.16 -0.79
O -5.0059 -4.6711 -1.8168 -0.52 2.58 1.06
C -3.7771 -3.8969 -1.8366 0.14 -0.38 -0.04
C -3.9300 -2.6188 -1.0768 -0.11 0.80 0.12
C -5.4776 -6.9938 -0.9398 0.11 -0.41 1.68
H -3.5144 -3.6426 -2.8522 0.05 -0.37 -0.50
H -2.9968 -4.5210 -1.3999 0.05 0.07 -0.07
H -2.9346 -2.1539 -1.0146 -0.10 -0.35 0.61
H -4.4052 -2.7935 -0.1083 0.41 0.11 0.11
H -4.4960 -1.8201 -1.5769 -0.30 -0.60 -0.20
H -5.5059 -7.9981 -1.3515 -0.25 -0.35 0.53
H -6.4272 -6.6410 -0.4906 0.62 -0.49 -0.25
H -4.6380 -6.8519 -0.2534 -0.22 -0.29 0.10
O 1.1729 1.1776 -5.7223 -0.64 -0.05 0.08
S 0.8238 2.2261 -6.6419 3.51 -0.57 -0.38
O 1.2166 3.5552 -6.3623 -0.13 1.26 0.63
O 1.5939 1.9620 -7.9869 0.59 -1.12 -1.15
C 1.7582 0.6039 -8.5915 -1.52 0.25 1.44
C 2.7391 0.6080 -9.6805 1.05 -0.30 -0.71
C -0.7680 2.1783 -7.0751 -2.83 -0.57 -0.58
H 0.7778 0.3412 -8.9873 -0.13 -0.11 0.06
H 2.0097 -0.1173 -7.8131 0.05 0.28 0.22
H 3.0342 -0.4323 -9.9251 -0.42 0.50 0.00
H 3.6560 1.1026 -9.4144 0.42 0.29 0.34
H 2.3563 1.1109 -10.5523 -0.13 0.04 -0.45
H -1.0185 1.1754 -7.4189 -0.15 -0.01 0.19
H -1.0730 2.8831 -7.8288 0.41 0.29 -0.57
H -1.3601 2.4735 -6.2245 -0.40 -0.29 0.65
O -0.0389 7.9012 -2.7056 0.52 0.25 -0.04
S -0.8995 6.7835 -2.9304 -0.43 0.53 1.90
O -1.6562 6.7588 -4.1260 -0.38 -0.50 -1.30
O -0.0879 5.4496 -2.6945 -1.58 -0.03 1.11
C 0.6877 5.0021 -3.7860 1.06 1.63 -0.95
C 1.4833 3.8173 -3.3750 0.69 0.56 -0.40
C -2.0035 6.6381 -1.5552 -0.34 -0.31 -0.21
H 1.3678 5.8469 -3.9194 0.37 -0.14 -0.65
H 0.0537 4.9587 -4.6730 0.15 -0.58 0.09
H 2.0098 4.0817 -2.4560 -0.45 -0.46 0.38
H 2.3100 3.7412 -4.0807 -0.29 -0.49 -0.28
H 0.8617 2.9384 -3.3476 0.23 -0.54 0.30
H -1.4189 6.7178 -0.6250 -0.44 0.12 -0.29
H -2.4949 5.6583 -1.6369 0.28 0.28 0.08
H -2.7968 7.4010 -1.6883 0.71 -0.20 0.28
O -4.5427 -1.5482 5.1727 -0.31 0.28 -0.44
S -4.4271 -0.1148 5.2957 -0.85 -3.18 1.82
O -3.1485 0.3611 5.6366 1.41 1.37 0.05
O -4.9546 0.5790 4.0680 -0.33 1.14 -2.22
C -5.8881 -0.0446 3.1205 0.27 -0.48 -0.18
C -5.1856 -0.5647 1.8601 -0.26 0.58 1.08
C -5.5444 0.3652 6.5463 -0.18 0.97 0.75
H -6.5358 0.7660 2.8625 -0.50 0.48 -0.09
H -6.4700 -0.8064 3.6547 0.31 0.06 -0.17
H -5.9484 -1.0720 1.2657 0.28 0.14 -0.25
H -4.3857 -1.2247 2.1220 0.29 -0.84 0.22
H -4.6703 0.2463 1.3495 -0.38 0.15 -0.34
H -5.6891 1.4605 6.5757 0.29 -0.49 -0.11
H -5.0242 0.0511 7.4491 -0.23 0.01 0.20
H -6.5224 -0.1073 6.4913 0.16 -0.22 -0.28
```
Forces are in eV/Å.

Summary:
- Frontier orbital gap: 7.8 eV
- E_LUMO: -0.310 eV
- Strongest force on any atom: 3.760 eV/Å
- Spin multiplicity: 1
- Total charge: 0
- HOMO energy: -8.11 eV

These are the Mulliken partial charges, in e, on atoms 1 to 99:
1 O -1.18
2 P 0.72
3 N 0.64
4 C -1.16
5 C -0.44
6 N 0.24
7 C -1.21
8 C -1.01
9 N 0.47
10 C -0.95
11 C -1.08
12 H 0.28
13 H 0.16
14 H 0.39
15 H 0.43
16 H 0.23
17 H -0.35
18 H 0.42
19 H 0.32
20 H 0.34
21 H 0.23
22 H 0.29
23 H 0.33
24 H 0.19
25 H 0.31
26 H 0.30
27 H 0.32
28 H 0.27
29 H 0.38
30 O -0.93
31 P -0.07
32 N 0.29
33 C -1.37
34 C -1.06
35 N 1.20
36 C -1.00
37 C -0.28
38 N 0.83
39 C -1.22
40 C -1.06
41 H 0.75
42 H 0.57
43 H -0.18
44 H 0.29
45 H 0.35
46 H 0.29
47 H 0.35
48 H 0.33
49 H 0.09
50 H -0.54
51 H 0.17
52 H 0.29
53 H 0.01
54 H 0.09
55 H 0.87
56 H 0.36
57 H -0.08
58 H 0.42
59 O -0.33
60 P -1.23
61 N 1.16
62 C -1.23
63 C -0.49
64 N 0.59
65 C 2.43
66 C 0.76
67 N 1.31
68 C -0.18
69 C -0.85
70 H 0.80
71 H 0.31
72 H -0.39
73 H -0.17
74 H -0.06
75 H 0.33
76 H -0.72
77 H -0.11
78 H -0.80
79 H 0.13
80 H 0.18
81 H -1.38
82 H 0.10
83 H 0.14
84 H -0.55
85 H 0.81
86 H 0.20
87 H -0.49
88 O -0.88
89 P -0.04
90 N 0.34
91 C -0.94
92 C -0.72
93 N 1.11
94 C -1.25
95 C -0.30
96 N 0.42
97 C -0.93
98 C -1.09
99 H 0.23